{
  "formula": "C16H19N3O2",
  "method": "ωB97M-V with the def2-TZVPD basis set",
  "species": ["O", "O", "N", "N", "N", "C", "C", "C", "C", "C", "C", "C", "C", "C", "C", "C", "C", "C", "C", "C", "C", "H", "H", "H", "H", "H", "H", "H", "H", "H", "H", "H", "H", "H", "H", "H", "H", "H", "H", "H"],
  "coordinates": [[1.0571, -0.1620, -2.2586], [-3.5254, -0.4130, -2.7858], [-1.9758, -2.2274, 0.8848], [-2.7220, -1.1230, -0.8810], [0.5539, -0.0505, 1.5790], [1.2210, 3.5560, 2.0405], [-2.5757, -0.4487, -2.0439], [-1.0482, -2.4221, 2.0055], [-1.7593, -0.9786, 0.1217], [2.3561, 1.3752, 0.7289], [0.3948, -2.4606, 1.5042], [-0.1227, 0.1182, -1.4485], [-0.3476, -1.0601, -0.4772], [1.1838, 1.1708, 1.5200], [-1.2929, 0.2968, -2.4594], [2.4595, 3.6687, 1.4049], [0.6769, -1.2072, 0.6719], [3.0026, 2.5823, 0.7352], [-0.6112, -0.0397, -3.7840], [0.5614, 2.2902, 2.0921], [0.7117, -0.2816, -3.5709], [3.9061, 2.6900, 0.0753], [-1.8860, -0.0601, 0.7147], [2.7806, 0.5485, 0.1236], [1.0605, -2.5137, 2.3239], [0.5662, -3.3826, 0.8944], [3.0330, 4.6028, 1.4791], [-0.2803, -1.9676, -1.0806], [1.4402, -0.4516, -4.3811], [-1.2847, -3.3598, 2.5203], [-1.0880, -0.0050, -4.7748], [-3.6610, -1.3801, -0.6221], [-0.2926, -0.0012, 2.1301], [-0.0026, 1.0584, -0.9412], [1.7094, -1.2895, 0.2876], [-1.1720, -1.6230, 2.7877], [0.8433, 4.4355, 2.5409], [-1.9139, -3.0317, 0.2491], [-1.5424, 1.3509, -2.4631], [-0.4139, 2.1960, 2.5566]],
  "atomic_forces_ev_per_a": [[0.972, -0.084, 0.356], [-0.805, 0.280, -1.213], [-0.160, 0.350, 1.584], [0.604, 1.079, -1.067], [0.087, -0.345, 0.457], [0.404, -1.425, -0.033], [-0.713, 0.158, -1.310], [0.019, 0.030, 0.169], [1.125, -2.457, 0.757], [-0.312, -1.326, 0.355], [-0.746, -0.425, -1.057], [-0.074, -0.921, -0.672], [0.363, 0.811, -0.411], [0.360, 0.649, -1.581], [0.828, -0.637, 0.814], [0.020, 0.716, 0.547], [0.140, 0.832, 0.305], [0.720, 0.277, -1.182], [0.860, -0.607, -0.269], [1.134, 1.282, -0.127], [-2.817, 0.870, -0.457], [-0.871, -0.014, 0.985], [-0.051, -0.416, 0.284], [-0.419, 0.568, 0.562], [0.895, 0.063, 0.884], [-0.248, 0.668, 0.281], [-0.455, -0.356, -0.218], [-0.263, -0.118, -0.130], [-0.072, -0.020, 1.099], [-0.104, 0.139, -0.135], [0.207, -0.108, 0.770], [-0.078, 0.033, -0.040], [0.233, -0.270, -0.229], [0.585, 0.277, 0.440], [-0.520, 0.332, 0.055], [-0.084, -0.622, -0.797], [-0.363, -0.101, 0.028], [0.006, 0.639, 0.160], [-0.468, 0.218, -0.062], [0.061, -0.021, 0.100]],
  "lowdin_charge": [-0.057, 0.069, -0.007, 0.114, 0.051, -0.083, -0.427, -0.209, -0.313, -0.045, -0.137, -0.182, -0.140, -0.270, -0.124, -0.129, -0.245, -0.116, -0.012, -0.031, -0.111, 0.122, 0.166, 0.112, 0.099, 0.132, 0.100, 0.166, 0.131, 0.114, 0.114, 0.161, 0.101, 0.145, 0.148, 0.122, 0.093, 0.129, 0.150, 0.100],
  "orbital_gap_ev": 8.53,
  "homo_ha": -0.28731,
  "fmax_ev_per_a": 2.98,
  "spin_multiplicity": 1,
  "relative_energy_kcal_mol": 41.2,
  "total_energy_ha": -935.81466,
  "smiles": "O=C1N[C@H]2NCC[C@H](Nc3ccccc3)[C@@H]2[C@H]2OC=C[C@@H]12",
  "lumo_energy_ev": 0.71
}

{
  "formula": "C4H22N2O7S",
  "method": "ωB97M-V with the def2-TZVPD basis set",
  "species": ["S", "O", "O", "O", "O", "O", "O", "O", "N", "N", "C", "C", "C", "C", "H", "H", "H", "H", "H", "H", "H", "H", "H", "H", "H", "H", "H", "H", "H", "H", "H", "H", "H", "H", "H", "H"],
  "coordinates": [[0.9703, -2.8206, 0.5053], [-2.0045, -1.1443, -0.6177], [1.5057, 0.4789, -2.7819], [-2.4797, 2.7400, 2.3790], [-3.1798, -1.7739, -3.0221], [3.3493, 1.2586, -0.8745], [1.4743, 1.3539, 2.9831], [-0.2579, -1.6320, -2.6366], [0.3066, -1.1071, 3.0223], [0.4902, 2.0153, 1.0768], [-0.1913, 1.7790, -0.1779], [0.8354, 1.0606, 1.9888], [1.3256, -1.0654, 0.8127], [0.3486, -0.3874, 1.7711], [-0.6473, -0.3685, 1.3331], [-3.6169, -1.0973, -3.5478], [-1.0317, 1.1171, -0.0734], [-1.6104, 2.4781, 2.0289], [-0.5819, 2.7075, -0.5804], [1.3387, -0.5904, -0.1622], [2.8216, 1.7777, -0.2651], [-2.0731, -1.8808, -0.0014], [-2.6718, -1.3079, -1.3123], [-2.2523, -1.7784, -3.3115], [-2.4286, 2.5224, 3.3164], [-0.7003, -1.3980, -1.7861], [0.1928, -2.4738, -2.4715], [1.9527, 0.4455, -3.6328], [2.7602, 0.9394, -1.5813], [2.3391, -0.9704, 1.1975], [-0.3879, -0.7251, 3.6530], [0.6754, -3.1189, 1.7804], [0.9001, 2.9175, 1.2476], [0.8853, -0.2787, -2.7908], [0.4414, 1.3515, -0.9607], [1.2020, -1.0243, 3.4921]],
  "atomic_forces_ev_per_a": [[-0.128, 0.072, -0.012], [-0.029, 0.142, 0.047], [-0.068, -0.098, -0.280], [0.418, -0.237, -0.083], [0.098, 0.057, -0.017], [0.356, -0.170, -0.035], [0.088, -0.058, -0.081], [0.082, -0.103, 0.033], [-0.077, -0.351, 0.098], [-0.137, -0.366, -0.035], [0.143, 0.033, -0.766], [-0.074, 0.201, 0.270], [0.149, -0.195, 0.019], [0.161, 0.342, 0.035], [-0.081, -0.079, -0.031], [-0.019, -0.016, -0.044], [-0.404, -0.290, 0.272], [-0.300, 0.171, 0.144], [0.014, 0.239, 0.150], [-0.087, 0.123, -0.127], [-0.155, 0.028, -0.055], [0.080, -0.068, 0.016], [-0.078, -0.039, 0.050], [-0.046, -0.025, -0.021], [-0.033, 0.070, -0.057], [-0.009, -0.259, -0.013], [-0.144, 0.225, 0.034], [0.013, 0.065, -0.040], [-0.110, 0.186, 0.305], [0.070, -0.009, 0.109], [0.036, 0.030, -0.089], [0.000, 0.015, -0.043], [0.060, 0.132, 0.043], [0.084, -0.013, -0.001], [0.140, 0.113, 0.182], [-0.014, 0.135, 0.022]],
  "lowdin_charge": [0.726, -0.073, -0.075, -0.059, -0.048, -0.068, 0.061, -0.083, 0.039, 0.020, -0.069, -0.469, -0.498, -0.389, 0.115, 0.062, 0.062, 0.001, 0.099, 0.041, 0.008, 0.059, 0.024, 0.030, 0.036, 0.010, 0.064, 0.065, -0.019, 0.087, 0.087, -0.142, 0.146, 0.009, 0.055, 0.088],
  "orbital_gap_ev": 9.44,
  "homo_ha": -0.34049,
  "fmax_ev_per_a": 0.78,
  "spin_multiplicity": 1,
  "relative_energy_kcal_mol": 11.1,
  "total_energy_ha": -1200.02450,
  "smiles": "CNC(=O)[C@H](N)CS.O.O.O.O.O.O",
  "lumo_energy_ev": 0.18
}

{
  "formula": "C6H11ClN2",
  "method": "ωB97M-V with the def2-TZVPD basis set",
  "species": ["Cl", "N", "N", "C", "C", "C", "C", "C", "C", "H", "H", "H", "H", "H", "H", "H", "H", "H", "H", "H"],
  "coordinates": [[-0.9681, 0.4170, -2.7540], [0.1113, -0.6501, -0.1945], [0.8155, 1.3287, 0.0930], [-0.6540, -1.8726, -0.1291], [1.8149, 0.5881, -0.5620], [1.0039, 2.6755, 0.5515], [-0.2270, 0.5360, 0.2747], [1.3416, -0.6691, -0.7404], [-1.9095, -1.7510, 0.7715], [2.7355, 1.0946, -0.8185], [-2.3701, -2.6996, 0.9780], [1.4502, 2.6740, 1.5475], [-2.6875, -1.2866, 0.2290], [-0.9944, -2.1196, -1.1560], [1.8423, -1.4668, -1.2777], [-1.7194, -1.2746, 1.7682], [1.5006, 3.2066, -0.2391], [-0.0624, -2.6573, 0.2292], [0.0305, 3.1386, 0.5094], [-1.0539, 0.7882, 0.9194]],
  "atomic_forces_ev_per_a": [[-0.062, 0.032, 0.099], [-0.994, -1.913, 0.739], [1.437, -1.246, -0.843], [-2.912, 0.345, -0.446], [-0.290, 1.072, 0.425], [-0.989, 0.046, -0.317], [0.739, 0.038, 0.339], [1.358, 1.703, -0.346], [1.032, 0.059, 0.559], [-0.153, -0.320, -0.119], [0.363, -0.826, 0.131], [0.100, 0.396, -0.316], [-0.715, 1.277, -0.434], [0.276, 0.296, 0.450], [-0.644, -0.055, 0.304], [-0.116, -0.255, -0.939], [0.934, 0.254, 0.094], [1.268, -0.963, 0.509], [-0.412, 0.222, 0.632], [-0.219, -0.163, -0.521]],
  "lowdin_charge": [-0.520, -0.129, -0.104, -0.180, -0.017, 0.002, -0.099, -0.069, -0.068, 0.131, 0.068, 0.107, 0.062, 0.115, 0.148, 0.090, 0.098, 0.101, 0.099, 0.164],
  "orbital_gap_ev": 7.56,
  "homo_ha": -0.26498,
  "fmax_ev_per_a": 2.97,
  "spin_multiplicity": 1,
  "relative_energy_kcal_mol": 7.3,
  "total_energy_ha": -804.88993,
  "lumo_energy_ev": 0.35
}

{
  "formula": "C5H10O",
  "method": "ωB97M-V with the def2-TZVPD basis set",
  "species": ["O", "C", "C", "C", "C", "C", "H", "H", "H", "H", "H", "H", "H", "H", "H", "H"],
  "coordinates": [[0.0085, -1.4162, -1.3353], [-0.5475, -0.8517, 1.4668], [-0.2703, -0.2983, -0.9551], [0.0534, 0.1432, 0.4723], [-0.9336, 0.7136, -1.8611], [1.5759, 0.2279, 0.6286], [-1.6407, -0.8766, 1.3988], [-1.0901, 0.2869, -2.8542], [-0.2788, -0.5807, 2.4934], [-0.3783, 1.1384, 0.6436], [-0.3140, 1.6159, -1.9351], [2.0258, -0.7469, 0.4134], [2.0144, 0.9646, -0.0542], [1.8409, 0.5174, 1.6512], [-1.8948, 1.0201, -1.4296], [-0.1707, -1.8574, 1.2565]],
  "atomic_forces_ev_per_a": [[-0.111, 0.421, 0.127], [-0.046, -0.056, 0.035], [0.063, -0.218, -0.080], [-0.013, 0.044, 0.036], [-0.018, -0.031, -0.066], [0.092, 0.001, -0.022], [0.143, -0.008, 0.002], [0.025, 0.072, 0.162], [-0.021, -0.029, -0.151], [0.046, -0.145, -0.058], [-0.077, -0.131, 0.043], [-0.066, 0.135, 0.041], [-0.062, -0.105, 0.081], [-0.057, -0.045, -0.144], [0.149, -0.045, -0.051], [-0.046, 0.140, 0.045]],
  "lowdin_charge": [0.082, -0.069, -0.440, -0.381, -0.011, -0.065, 0.082, 0.083, 0.079, 0.131, 0.088, 0.087, 0.081, 0.080, 0.089, 0.084],
  "orbital_gap_ev": 10.52,
  "homo_ha": -0.35039,
  "fmax_ev_per_a": 0.45,
  "spin_multiplicity": 1,
  "relative_energy_kcal_mol": 0.2,
  "total_energy_ha": -271.75225,
  "smiles": "CC(=O)C(C)C",
  "lumo_energy_ev": 0.98
}

{
  "formula": "C7H14N4O",
  "method": "ωB97M-V with the def2-TZVPD basis set",
  "species": ["O", "N", "N", "N", "N", "C", "C", "C", "C", "C", "C", "C", "H", "H", "H", "H", "H", "H", "H", "H", "H", "H", "H", "H", "H", "H"],
  "coordinates": [[-7.7639, -1.2899, -3.7609], [-10.7505, 0.6456, -3.3414], [12.0450, 0.9558, 2.5072], [-11.8617, 0.8291, -2.8839], [-8.9215, 0.4482, -4.7978], [-10.1209, 1.1905, -4.5085], [8.7285, -1.7937, 4.2366], [-9.8925, -0.3251, -2.8177], [11.4080, 0.6161, 3.4208], [10.4584, 0.1415, 4.3035], [9.2628, -0.4672, 3.6143], [-8.6911, -0.5659, -3.8948], [-10.8693, 1.4027, -5.4165], [-12.3751, 1.6079, -3.3479], [10.0368, 1.1071, 4.7970], [-9.4260, -0.0357, -1.7553], [9.4564, -0.6283, 2.4278], [8.0635, -1.4520, 5.1405], [8.0845, -2.2095, 3.5106], [-8.6321, 0.4161, -5.7206], [12.8082, 1.0243, 1.8042], [8.4976, 0.3168, 3.7506], [-10.4589, -1.1625, -2.6144], [11.0874, -0.4383, 4.9849], [9.5451, -2.5496, 4.4451], [-9.7187, 2.2159, -4.0836]],
  "atomic_forces_ev_per_a": [[-0.459, -0.215, -0.349], [-0.654, -0.442, -0.709], [0.016, -0.786, 1.429], [-0.529, 0.960, 0.447], [-1.754, -0.672, 1.634], [0.463, 4.726, -2.007], [0.425, 1.547, 1.741], [4.227, -0.547, 2.496], [2.149, 1.367, -4.429], [-0.483, 1.995, 2.324], [-0.985, -1.305, -2.762], [-0.994, 1.163, 1.738], [1.605, -0.685, 2.105], [0.269, -0.548, -0.247], [1.191, -1.564, -0.043], [-0.971, -0.204, -2.376], [-0.393, 0.489, 2.844], [1.545, -1.278, -1.343], [-0.832, -0.608, -0.643], [0.991, -0.131, -2.030], [-0.976, 0.123, 0.856], [0.049, -0.654, -0.691], [-1.041, -2.123, 0.373], [-0.648, -0.332, 0.575], [-1.032, 1.003, 0.150], [-1.178, -1.279, -1.083]],
  "lowdin_charge": [0.171, -0.179, 0.382, 0.326, 0.118, -0.095, -0.083, 0.017, -0.011, -0.159, -0.241, -0.396, 0.207, 0.156, 0.199, 0.221, 0.170, 0.124, 0.050, 0.139, 0.190, 0.115, 0.120, 0.163, 0.101, 0.196],
  "orbital_gap_ev": 8.54,
  "charge": 2,
  "homo_ha": -0.57927,
  "fmax_ev_per_a": 5.16,
  "spin_multiplicity": 1,
  "relative_energy_kcal_mol": 43.8,
  "total_energy_ha": -568.67045,
  "lumo_energy_ev": -7.22
}